Record 1
Entry from the OMol25 dataset: a cluster of 2 separate species, C2H7O2 in total in a non-equilibrium geometry (the ωB97M-V functional and the def2-TZVPD basis).

HOMO-LUMO gap (alpha / beta) (eV): 7.15 / 11.95
Energy relative to the best compared isomer or geometry (same formula, charge and spin) (kcal/mol): 9.59
HOMO level (alpha / beta) (eV): -6.29 / -11.09
Expectation value of S²: 0.753
Multiplicity: 2
Total charge: 0
Molar mass (g mol⁻¹): 63.08

Cartesian coordinates (Å):
O: 1.479741 0.110515 -1.858923
H: 2.071617 0.541562 -2.492197
H: -0.217662 -0.786474 -0.630352
H: 0.990282 -0.374057 -2.538215
C: -0.656927 -0.854338 0.362862
C: -0.783238 0.426507 1.099538
O: 0.109612 1.412480 1.142451
H: -1.604880 -1.367001 0.211283
H: -0.003643 -1.545721 0.938293
H: -1.560246 0.461760 1.867371
H: 0.175345 1.974767 1.897893

Force components x, y, z for each atom (eV/Å):
0.2 0.0 -1.3
0.4 0.4 0.7
0.2 0.3 0.1
-0.5 -0.4 0.5
1.2 -0.2 0.0
-2.6 -0.5 1.1
1.9 0.0 -1.9
-0.2 0.3 0.4
-0.2 0.0 -0.3
0.2 0.0 -0.1
-0.6 0.1 0.9

Want to see where the charge sits? The Mulliken charges in e are: atom 1 (O): -0.618, atom 2 (H): 0.296, atom 3 (H): 0.031, atom 4 (H): 0.288, atom 5 (C): -0.465, atom 6 (C): -0.240, atom 7 (O): -0.474, atom 8 (H): 0.301, atom 9 (H): 0.225, atom 10 (H): 0.319, atom 11 (H): 0.337

Record 2
Entry from the OMol25 dataset: a cluster of 3 separate species, C5H16NO2 in total in a non-equilibrium geometry (the ωB97M-V functional and the def2-TZVPD basis).

HOMO-LUMO gap (eV): 9.82
Energy relative to the best compared isomer or geometry (same formula, charge and spin) (kcal/mol): 29.26
HOMO level (eV): -12.87
Multiplicity: 1
Total charge: +1
Molar mass (g mol⁻¹): 122.19

Cartesian coordinates (Å):
C: 0.638814 -0.651964 0.500752
C: -0.419538 -1.663080 0.961591
C: -0.862327 -2.431148 -0.311506
C: -2.258002 -0.590018 -1.310436
C: -1.414026 -1.614961 -1.425476
N: 0.855803 0.549175 1.422803
H: 1.582729 -1.169714 0.366876
H: 0.293275 -0.163156 -0.407698
H: -1.295081 -1.279865 1.489478
H: 0.038209 -2.310961 1.706639
H: 0.000491 -3.063689 -0.557416
H: -1.630009 -3.195077 -0.149866
H: -2.812445 -0.316813 -0.428413
H: -2.595509 -0.173262 -2.248275
H: -0.914214 -1.864554 -2.355229
H: 1.870806 0.695951 1.441831
H: 0.748845 0.251949 2.400672
H: 0.343416 1.399048 1.171648
H: 3.568528 2.675966 -0.218937
H: 2.281055 2.442090 -1.006554
O: 2.689178 2.349449 -0.142045
H: -1.005821 3.484883 -0.135405
H: 0.490482 3.626449 -0.472556
O: -0.194670 3.013293 -0.292484

Force components x, y, z for each atom (eV/Å):
-1.3 0.7 0.0
-0.4 0.0 -0.1
0.2 -1.1 1.1
-0.2 -1.0 -1.1
1.0 0.7 0.3
1.5 -1.8 1.2
0.2 0.3 -0.1
0.3 -0.3 -0.3
0.1 0.7 -0.3
0.1 -0.4 -0.2
-0.1 0.4 -0.7
0.0 0.1 0.8
0.2 0.1 0.4
0.0 0.5 0.1
-0.6 0.3 -0.4
-0.2 1.0 -0.7
-0.9 0.4 -0.2
0.0 0.1 -0.1
1.1 0.4 -0.2
0.2 -0.1 -0.2
-1.3 -0.5 0.4
-0.4 0.5 -0.1
0.8 1.2 -0.1
-0.5 -1.8 0.5

Want to see where the charge sits? The Mulliken charges in e are: atom 1 (C): -0.502, atom 2 (C): -0.691, atom 3 (C): -0.756, atom 4 (C): -0.787, atom 5 (C): -0.158, atom 6 (N): -0.180, atom 7 (H): 0.303, atom 8 (H): 0.281, atom 9 (H): 0.423, atom 10 (H): 0.443, atom 11 (H): 0.372, atom 12 (H): 0.373, atom 13 (H): 0.263, atom 14 (H): 0.273, atom 15 (H): 0.350, atom 16 (H): 0.337, atom 17 (H): 0.375, atom 18 (H): 0.275, atom 19 (H): 0.294, atom 20 (H): 0.329, atom 21 (O): -0.605, atom 22 (H): 0.299, atom 23 (H): 0.297, atom 24 (O): -0.607

Record 3
Entry from the OMol25 dataset: a structure of composition C69H58Br9N11O22 in a non-equilibrium geometry (the ωB97M-V functional and the def2-TZVPD basis).

HOMO-LUMO gap (eV): 8.60
HOMO level (eV): -9.49
Multiplicity: 1
Total charge: 0
Molar mass (g mol⁻¹): 2112.41

Cartesian coordinates (Å):
C: -5.036579 -0.550085 4.136207
Br: -5.930180 0.351589 2.713349
Br: -5.519462 -2.413619 4.256434
Br: -5.295591 0.345438 5.837201
H: -3.970828 -0.518739 3.950466
C: -1.375651 6.142681 0.701491
Br: -3.189766 6.868522 0.582657
Br: -1.357190 4.682008 1.974476
Br: -0.124639 7.475202 1.229602
H: -1.245776 5.739447 -0.290295
C: -6.190012 -3.984244 0.583051
Br: -4.369128 -3.998009 1.197587
Br: -6.442724 -5.300882 -0.802291
Br: -6.801753 -2.216025 0.053037
H: -6.808357 -4.207509 1.437087
C: -1.373263 -1.884199 3.765521
C: -0.953845 -0.733001 4.438348
C: -0.926343 -0.738551 5.811554
C: -1.172104 -1.902417 6.502778
C: -1.655276 -3.025083 5.847775
C: -1.799216 -2.993064 4.474297
N: -0.963383 -1.962611 7.948104
O: -0.215967 -1.144248 8.440350
O: -1.570011 -2.803045 8.559982
H: -1.472103 -1.824803 2.687341
H: -0.830514 0.151438 3.832041
H: -0.619449 0.143737 6.361876
H: -1.907994 -3.913981 6.409713
H: -2.161085 -3.869404 3.952152
C: 3.121299 -2.853419 3.777182
C: 3.504312 -4.188727 3.747544
C: 3.950949 -4.708493 2.553571
C: 3.961000 -3.920564 1.414175
C: 3.540248 -2.615496 1.423907
C: 3.101775 -2.079280 2.622275
N: 4.406152 -4.563549 0.171816
O: 4.364406 -5.774730 0.111966
O: 4.634284 -3.830404 -0.758080
H: 2.783925 -2.408787 4.707156
H: 3.373355 -4.788766 4.636343
H: 4.219882 -5.747611 2.410939
H: 3.511071 -1.982688 0.547547
H: 2.936907 -1.021849 2.777003
C: -3.065532 4.033594 -2.530527
C: -2.269624 3.413177 -1.574365
C: -1.204932 2.612817 -1.979924
C: -1.049370 2.333434 -3.319354
C: -1.904109 2.867517 -4.276125
C: -2.818338 3.831405 -3.887834
N: 0.021825 1.406587 -3.710798
O: 0.765068 0.999329 -2.843671
O: 0.100800 1.112209 -4.883962
H: -3.884430 4.665298 -2.199897
H: -2.382251 3.509438 -0.503564
H: -0.569220 2.193633 -1.211246
H: -1.714668 2.713972 -5.329841
H: -3.461593 4.309129 -4.614625
C: 1.772965 -7.206200 -1.416943
C: 1.283120 -5.931372 -1.680628
C: 0.916111 -5.119712 -0.610858
C: 0.919863 -5.633841 0.670543
C: 1.352816 -6.917969 0.943943
C: 1.788346 -7.704492 -0.116348
N: 0.476588 -4.758520 1.750560
O: 0.386556 -5.240675 2.858280
O: 0.244450 -3.595387 1.490804
H: 2.175674 -7.838586 -2.198909
H: 1.295946 -5.590949 -2.706947
H: 0.507991 -4.139651 -0.816426
H: 1.353281 -7.320250 1.947442
H: 2.214265 -8.687205 0.038094
C: -6.651799 -1.191817 -3.849411
C: -5.552587 -0.346560 -3.892670
C: -4.288182 -0.852542 -3.710462
C: -4.139077 -2.211798 -3.505483
C: -5.221309 -3.053445 -3.381450
C: -6.488594 -2.531394 -3.517967
N: -2.799262 -2.756908 -3.362342
O: -2.683274 -3.853423 -2.846472
O: -1.877970 -2.067802 -3.714873
H: -7.652344 -0.802372 -3.986932
H: -5.706902 0.702911 -4.109264
H: -3.386571 -0.274705 -3.814511
H: -5.027861 -4.100819 -3.191878
H: -7.369578 -3.135572 -3.345891
C: -9.703050 3.084628 -1.471597
C: -9.428415 1.776337 -1.074487
C: -8.146922 1.453878 -0.698379
C: -7.176690 2.431424 -0.659592
C: -7.450635 3.711519 -1.095334
C: -8.713983 4.053507 -1.517226
N: -5.787299 2.100690 -0.359749
O: -5.129443 2.923349 0.251484
O: -5.381933 1.025093 -0.787667
H: -10.745911 3.326833 -1.649403
H: -10.248640 1.074005 -1.073063
H: -7.879894 0.439492 -0.421902
H: -6.658364 4.439801 -1.217239
H: -8.907392 5.043701 -1.900232
C: 4.460776 4.587514 3.756749
C: 4.147403 3.233011 3.848952
C: 2.864895 2.816510 4.137084
C: 1.869980 3.759524 4.267721
C: 2.164448 5.122332 4.237332
C: 3.449008 5.526851 3.941222
N: 0.508083 3.342235 4.501866
O: 0.129709 2.320294 3.953394
O: -0.188054 3.986965 5.236500
H: 5.447073 4.905724 3.449740
H: 4.930339 2.511208 3.648233
H: 2.565681 1.775972 4.189564
H: 1.299388 5.776800 4.181327
H: 3.696099 6.581613 3.935607
C: 5.182136 0.685474 0.869197
C: 6.276426 0.031945 0.309062
C: 7.109383 0.748985 -0.533534
C: 6.844639 2.080331 -0.811823
C: 5.827555 2.711020 -0.135190
C: 4.964206 2.044561 0.709645
N: 7.607228 2.762031 -1.839345
O: 7.791960 3.948160 -1.680946
O: 7.964525 2.119772 -2.799309
H: 4.522060 0.126939 1.522491
H: 6.514599 -1.012807 0.450572
H: 7.888907 0.251848 -1.101740
H: 5.702641 3.768163 -0.361382
H: 4.076818 2.512960 1.108798
C: 4.766101 3.168845 -3.613166
C: 4.475679 4.494283 -3.300552
C: 3.538078 4.787160 -2.318988
C: 2.833397 3.755164 -1.733172
C: 3.143085 2.438860 -2.021182
C: 4.065527 2.136952 -2.998599
N: 1.785642 4.044166 -0.772757
O: 1.435494 3.140208 -0.049600
O: 1.316530 5.168521 -0.727203
H: 5.547599 2.924436 -4.322962
H: 5.058229 5.294864 -3.734511
H: 3.354666 5.820875 -2.055214
H: 2.580162 1.661810 -1.520563
H: 4.385017 1.121368 -3.179944
C: 3.114922 -2.895671 -3.295632
C: 4.349649 -3.246013 -3.805720
C: 5.027970 -2.381034 -4.655351
C: 4.439262 -1.157107 -4.907427
C: 3.179698 -0.811161 -4.457039
C: 2.500245 -1.706175 -3.654996
N: 5.206181 -0.153745 -5.649552
O: 6.415495 -0.226060 -5.585615
O: 4.609343 0.646759 -6.322474
H: 2.591787 -3.552306 -2.612123
H: 4.868053 -4.149682 -3.514858
H: 6.029336 -2.558837 -5.017085
H: 2.739335 0.111107 -4.812951
H: 1.543928 -1.416783 -3.250750
C: -2.768218 0.280763 1.258115
C: -2.513039 -0.869016 0.508898
C: -1.200013 -1.162999 0.182817
C: -0.165777 -0.341360 0.591467
C: -0.411152 0.826688 1.293683
C: -1.718346 1.129028 1.618300
N: 1.214853 -0.630971 0.210348
O: 1.377985 -1.536433 -0.581681
O: 2.072068 0.077568 0.679748
H: -3.773807 0.686653 1.266096
H: -3.348077 -1.469117 0.178530
H: -0.910534 -2.109294 -0.257256
H: 0.389158 1.483631 1.595039
H: -1.942510 1.991196 2.235979

Force components x, y, z for each atom (eV/Å):
0.2 -0.1 0.5
-0.4 0.1 0.1
-0.1 0.2 0.1
0.0 -0.1 -0.2
0.0 0.0 -0.1
-1.0 -0.2 0.5
0.2 0.0 0.1
0.1 0.2 -0.2
0.1 0.1 -0.3
0.7 0.0 0.0
0.0 0.3 0.0
0.0 0.0 -0.2
-0.2 0.1 0.2
0.3 -0.3 -0.1
-0.1 -0.4 0.0
-0.4 0.6 -0.1
-1.0 -0.5 -0.7
1.1 0.8 0.6
-0.4 -0.5 -0.6
0.0 -0.2 0.4
0.4 -0.3 -0.2
-0.1 0.6 -0.3
0.2 0.2 0.1
-0.3 -0.7 0.5
0.1 -0.3 0.1
0.4 0.1 0.4
-0.1 0.0 0.0
0.0 0.1 0.0
0.0 0.0 0.0
-0.4 0.0 0.1
-0.3 0.4 0.0
-0.1 -0.6 -0.4
0.2 -0.5 0.6
-0.2 0.9 -0.3
0.9 -0.1 1.1
-1.3 0.2 0.0
0.5 -0.2 0.0
0.6 0.3 -0.6
0.0 -0.1 0.0
0.3 -0.1 0.0
0.1 0.0 0.3
0.2 -0.3 -0.2
-0.5 0.0 -0.5
0.0 0.1 0.4
0.5 -0.1 -0.3
-0.4 0.0 0.5
-0.3 -0.1 0.2
0.9 0.9 -0.5
-0.8 -0.7 0.5
-0.3 0.2 -0.4
0.0 -0.2 0.2
0.1 -0.1 -0.1
0.1 0.1 -0.1
-0.4 0.3 0.0
0.1 -0.1 -0.2
0.0 -0.3 0.1
0.1 0.0 -0.1
-0.1 -0.1 0.3
0.7 -0.4 0.4
-0.7 0.0 -1.0
0.2 0.0 -0.4
0.1 -0.6 -0.1
0.2 0.4 -0.2
0.2 -0.1 0.2
-0.1 -0.1 0.3
-0.1 0.2 -0.1
-0.2 0.1 -0.1
-0.2 0.3 0.1
0.2 0.1 0.2
0.0 0.2 0.0
-0.2 0.0 0.2
0.0 -0.1 0.6
-0.5 0.3 -0.3
0.6 -0.3 -0.4
-0.6 0.3 0.1
0.3 -0.6 0.1
-0.4 0.2 -0.2
-0.1 -0.4 0.6
0.0 -0.2 -0.1
0.7 0.4 -0.3
0.0 0.1 0.0
0.1 0.0 0.1
0.0 0.4 0.1
-0.2 0.1 0.1
0.1 -0.2 -0.2
-0.7 -0.1 0.4
-0.3 0.9 -0.2
0.5 -1.0 0.4
-0.3 0.4 -0.6
0.8 0.6 -0.3
-0.4 -0.4 0.0
0.2 -0.4 -0.2
0.0 -0.3 -0.2
0.0 0.5 0.5
0.2 0.1 -0.4
0.2 -0.3 0.1
0.0 0.1 0.0
0.1 -0.1 0.4
-0.1 0.1 0.1
-0.7 -0.2 -0.2
0.7 0.2 -0.1
-0.6 -0.5 -0.3
1.1 1.0 0.3
-1.1 -0.5 -0.9
0.5 0.2 0.5
-0.3 -0.7 0.0
0.2 -0.3 -0.3
-0.3 0.9 0.5
0.1 0.0 0.2
-0.1 -0.1 0.2
0.3 0.0 0.0
0.3 0.3 0.5
-0.1 0.0 -0.3
0.0 -0.6 1.0
0.2 0.6 -0.3
0.2 -0.3 -1.1
-0.3 -1.4 1.1
-0.1 1.9 -0.6
0.4 -0.7 -0.7
-0.2 0.3 0.2
0.1 0.5 -0.1
0.2 -0.3 -0.2
-0.1 0.0 -0.2
-0.4 -0.1 0.2
0.0 0.0 0.2
-0.2 -0.1 0.1
0.1 0.1 0.1
-0.2 0.1 -0.2
0.4 -0.2 0.5
-0.1 0.6 -0.5
0.7 0.0 -0.4
-1.0 -0.6 0.1
0.9 0.4 0.3
0.1 0.3 0.2
-0.3 -0.5 0.4
0.1 0.0 -0.2
-0.1 0.1 -0.1
-0.1 0.0 -0.1
-0.2 -0.1 0.1
0.2 0.0 0.0
-0.3 -0.1 0.0
-0.5 -0.2 0.1
0.7 -0.1 -0.3
0.0 0.5 0.6
-0.1 0.0 0.0
-0.1 0.0 -0.6
0.2 0.3 0.2
0.4 -0.8 -0.3
0.4 0.1 0.2
-0.6 0.8 -0.2
0.2 -0.1 0.0
-0.3 -0.1 0.1
0.0 -0.2 0.0
0.0 0.1 0.3
-0.2 -0.1 0.0
0.3 0.8 -1.5
0.1 0.7 0.2
0.4 -1.2 0.2
-0.6 0.8 0.2
0.1 0.0 0.2
-0.6 -0.3 0.5
-1.3 -0.3 -0.4
0.6 0.0 0.0
0.8 0.1 0.0
0.1 -0.4 0.6
0.1 -0.2 -0.1
-0.2 0.1 -0.4
0.1 0.0 -0.1
0.1 0.1 -0.3

Results of the Mulliken charge analysis, in e, for atoms 1 through 99: atom 1 (C): 1.005, atom 2 (Br): 0.036, atom 3 (Br): -0.054, atom 4 (Br): -0.043, atom 5 (H): -0.989, atom 6 (C): -0.033, atom 7 (Br): -0.104, atom 8 (Br): 0.104, atom 9 (Br): -0.044, atom 10 (H): 0.082, atom 11 (C): -0.443, atom 12 (Br): 0.079, atom 13 (Br): -0.048, atom 14 (Br): 0.007, atom 15 (H): 0.451, atom 16 (C): 0.249, atom 17 (C): 0.588, atom 18 (C): -0.854, atom 19 (C): -0.083, atom 20 (C): -0.616, atom 21 (C): -0.943, atom 22 (N): 1.023, atom 23 (O): -0.607, atom 24 (O): -0.610, atom 25 (H): 0.236, atom 26 (H): 0.048, atom 27 (H): 0.514, atom 28 (H): 0.515, atom 29 (H): 0.538, atom 30 (C): -0.913, atom 31 (C): -0.902, atom 32 (C): -0.412, atom 33 (C): -0.902, atom 34 (C): 0.967, atom 35 (C): -0.753, atom 36 (N): 1.201, atom 37 (O): -0.638, atom 38 (O): -0.624, atom 39 (H): 0.436, atom 40 (H): 0.382, atom 41 (H): 0.486, atom 42 (H): 1.338, atom 43 (H): 0.224, atom 44 (C): -0.692, atom 45 (C): -1.085, atom 46 (C): 1.029, atom 47 (C): -0.905, atom 48 (C): -0.504, atom 49 (C): -0.840, atom 50 (N): 1.109, atom 51 (O): -0.011, atom 52 (O): -0.697, atom 53 (H): 0.386, atom 54 (H): 0.958, atom 55 (H): 0.356, atom 56 (H): 0.562, atom 57 (H): 0.407, atom 58 (C): -0.467, atom 59 (C): -0.677, atom 60 (C): -0.056, atom 61 (C): -0.327, atom 62 (C): -0.456, atom 63 (C): -0.615, atom 64 (N): 0.995, atom 65 (O): -0.672, atom 66 (O): -0.112, atom 67 (H): 0.403, atom 68 (H): 0.564, atom 69 (H): 0.447, atom 70 (H): 0.554, atom 71 (H): 0.386, atom 72 (C): -0.483, atom 73 (C): -0.361, atom 74 (C): -0.273, atom 75 (C): -0.223, atom 76 (C): -0.500, atom 77 (C): -0.540, atom 78 (N): 1.132, atom 79 (O): -0.638, atom 80 (O): -0.608, atom 81 (H): 0.411, atom 82 (H): 0.414, atom 83 (H): 0.684, atom 84 (H): 0.552, atom 85 (H): 0.395, atom 86 (C): -0.248, atom 87 (C): -0.958, atom 88 (C): 0.223, atom 89 (C): -0.101, atom 90 (C): -0.275, atom 91 (C): -0.842, atom 92 (N): 0.946, atom 93 (O): -0.482, atom 94 (O): -0.157, atom 95 (H): 0.371, atom 96 (H): 0.430, atom 97 (H): 0.266, atom 98 (H): 0.382, atom 99 (H): 0.417

Record 4
Entry from the OMol25 dataset: the molecule C6H9ClN2O3 in a non-equilibrium geometry (the ωB97M-V functional and the def2-TZVPD basis).

HOMO-LUMO gap (alpha / beta) (eV): 6.47 / 6.47
Energy relative to the best compared isomer or geometry (same formula, charge and spin) (kcal/mol): 19.82
HOMO level (alpha / beta) (eV): -7.01 / -7.01
Multiplicity: 1
Total charge: 0
Molar mass (g mol⁻¹): 192.60

Cartesian coordinates (Å):
C: 0.320159 1.123439 -0.968558
C: -2.210441 0.701932 -0.730178
C: -0.976127 -0.331685 1.140570
C: 1.086811 0.368170 -1.851361
C: 2.617980 0.349955 -1.671493
C: 0.032494 -1.623653 2.983828
N: -1.144335 1.261616 -1.275072
N: -2.004470 -0.117801 0.448478
O: 0.677081 1.701092 0.114070
O: -3.345921 0.858898 -1.096853
O: -1.059009 -1.276941 2.117396
Cl: 0.385040 -0.398429 -3.238139
H: -0.045967 0.191867 0.909768
H: 2.944586 1.346960 -1.501133
H: 3.039265 -0.085730 -2.571517
H: 2.996460 -0.154195 -0.813445
H: -0.164845 -2.611767 3.308186
H: 0.025643 -0.931333 3.818288
H: 0.901849 -1.309610 2.283133
H: -1.190460 1.548500 -2.299998
H: -2.885792 -0.611283 0.894031

Force components x, y, z for each atom (eV/Å):
0.1 -0.6 0.4
-0.3 1.1 -0.7
2.7 -2.6 2.6
0.2 1.1 2.1
-1.7 -0.2 -1.0
1.6 3.2 -2.3
2.1 0.2 -2.7
-4.0 -1.5 1.5
0.1 -0.7 -0.7
-0.6 -0.5 0.2
-2.1 1.7 -1.9
0.0 -0.1 -0.2
0.4 0.3 0.2
0.4 1.1 -0.3
0.3 0.1 0.0
-0.1 -1.0 0.7
0.5 -1.0 -0.1
0.0 0.0 0.3
-0.5 -1.6 1.9
-0.9 -0.5 2.0
1.8 1.4 -1.8

Want to see where the charge sits? The Mulliken charges in e are: atom 1 (C): 0.010, atom 2 (C): 0.419, atom 3 (C): 0.233, atom 4 (C): 0.305, atom 5 (C): -1.046, atom 6 (C): -0.537, atom 7 (N): -0.157, atom 8 (N): 0.040, atom 9 (O): -0.796, atom 10 (O): -0.600, atom 11 (O): -0.397, atom 12 (Cl): -0.253, atom 13 (H): 0.384, atom 14 (H): 0.273, atom 15 (H): 0.347, atom 16 (H): 0.253, atom 17 (H): 0.229, atom 18 (H): 0.275, atom 19 (H): 0.303, atom 20 (H): 0.360, atom 21 (H): 0.351